(1)
9
Properties=species:S:1:pos:R:3 method="wB97M-V/def2-TZVPD" e_above_lowest_kcal_mol=39.22 lumo_ev=-0.2 orbital_gap_ev=7.1 total_charge=0 multiplicity=1 energy_ev=-25889.8381
C -1.2676 0.5852 0.5213
N -0.2939 -0.2665 0.0590
N -0.2616 -1.3096 -0.4855
P 2.2651 -1.3409 -0.6542
Cl 2.4648 0.2423 0.4444
H -1.8339 1.2463 -0.1672
H -0.8926 1.2796 1.2314
H -2.2233 0.1463 0.8271
H 2.0430 -0.5826 -1.7764

---

(2)
9
Properties=species:S:1:pos:R:3 method="wB97M-V/def2-TZVPD" e_above_lowest_kcal_mol=23.24 lumo_ev="0.0 / 0.0" orbital_gap_ev="7.5 / 7.6" total_charge=0 multiplicity=1 energy_ev=-25890.5310
C 1.7988 -0.1405 0.2671
N 0.4196 0.1420 0.2775
N -0.5121 -0.4928 -0.0860
P -2.3665 0.8389 0.0201
Cl -3.6032 -0.6913 -0.0715
H 2.2761 -0.0686 -0.6726
H 1.9832 -1.2914 0.5467
H 2.2275 0.5410 1.0385
H -2.2235 1.1628 -1.3197